1.
{
  "formula": "C24H62N14O8",
  "method": "ωB97M-V/def2-TZVPD",
  "elements": ["C", "C", "C", "C", "C", "C", "C", "C", "C", "N", "O", "H", "H", "H", "H", "H", "H", "H", "H", "H", "H", "H", "H", "H", "H", "H", "H", "H", "H", "H", "C", "C", "C", "C", "C", "C", "C", "C", "C", "N", "O", "H", "H", "H", "H", "H", "H", "H", "H", "H", "H", "H", "H", "H", "H", "H", "H", "H", "H", "H", "N", "C", "N", "O", "H", "H", "H", "H", "N", "C", "N", "O", "H", "H", "H", "H", "N", "C", "N", "O", "H", "H", "H", "H", "N", "C", "N", "O", "H", "H", "H", "H", "N", "C", "N", "O", "H", "H", "H", "H", "N", "C", "N", "O", "H", "H", "H", "H"],
  "coordinates": [[-3.75969, -1.02135, -8.68015], [-3.79164, -0.52018, -7.21624], [-5.01372, 0.51258, -7.27553], [-4.17907, -1.79268, -6.42481], [-4.15701, -1.70450, -4.89372], [-2.77784, -0.99556, -4.54499], [-2.27641, 0.24403, -5.26262], [-2.87626, 1.53786, -4.66664], [-0.70949, 0.26637, -5.05820], [-2.52076, 0.01984, -6.69929], [-2.03365, 1.01480, -7.48395], [-4.65888, -1.44919, -9.12344], [-3.39120, -0.25243, -9.35916], [-3.00488, -1.80673, -8.71948], [-5.86164, 0.24521, -7.90611], [-5.41395, 0.70921, -6.28093], [-4.75096, 1.40697, -7.84046], [-5.24299, -1.96722, -6.58519], [-3.75252, -2.73965, -6.75557], [-5.02027, -1.22791, -4.42923], [-4.26205, -2.73019, -4.54015], [-2.03357, -1.71553, -4.88533], [-2.60718, -1.01576, -3.46862], [-2.47750, 2.41992, -5.16769], [-2.75642, 1.62795, -3.58700], [-3.91369, 1.50581, -4.99952], [-0.34744, 1.14383, -5.59399], [-0.26171, -0.54095, -5.63769], [-0.37934, 0.14640, -4.02635], [-1.38800, 0.58073, -8.04638], [3.85697, -2.13230, 1.59846], [3.71430, -3.08357, 2.83388], [3.21361, -4.45313, 2.50108], [5.08724, -3.26198, 3.46151], [4.93674, -3.68413, 4.94685], [4.24380, -2.67454, 5.76006], [2.77353, -2.52482, 5.18073], [1.81079, -3.69885, 5.74751], [2.24131, -1.19741, 5.89335], [2.83070, -2.28532, 3.71739], [1.49825, -2.01820, 3.21080], [3.02687, -2.03800, 0.89835], [4.11026, -1.11972, 1.91252], [4.72370, -2.36857, 0.98118], [3.99521, -4.96050, 1.93559], [3.24088, -5.13908, 3.34775], [2.24350, -4.57269, 2.01871], [5.73748, -3.89704, 2.85987], [5.62753, -2.31543, 3.44626], [4.34210, -4.59724, 4.92001], [5.93236, -3.94589, 5.30507], [4.78107, -1.72813, 5.82106], [4.07681, -2.89418, 6.81457], [0.76799, -3.64881, 5.43421], [1.93253, -3.85412, 6.81950], [2.17112, -4.61877, 5.28707], [2.70750, -0.27776, 5.53979], [2.43477, -1.08586, 6.96022], [1.19175, -1.03294, 5.64949], [1.57454, -1.16639, 2.77469], [-1.10947, 0.87786, -1.56287], [0.05130, 0.59294, -0.94997], [-0.15713, 0.68107, 0.29531], [1.17474, 0.38262, -1.43470], [-0.98626, 0.55134, -2.51067], [-1.98547, 0.70630, -1.09034], [0.53377, 0.55468, 1.02110], [-0.92336, 1.09908, 0.80350], [-4.38979, 1.01534, -0.18973], [-4.14066, 0.45249, 0.93874], [-4.70126, -0.68705, 0.96415], [-3.38874, 0.72962, 1.80991], [-5.08341, 0.67864, -0.84214], [-4.22967, 2.01227, -0.16536], [-5.39161, -0.89653, 0.25731], [-4.49927, -1.42814, 1.61996], [3.98747, 0.91753, -1.31718], [4.10870, 2.12856, -0.76150], [3.15330, 2.95665, -1.07209], [4.96353, 2.39422, 0.04065], [4.69324, 0.34166, -0.88089], [3.06419, 0.56853, -1.53130], [2.51174, 2.66862, -1.79703], [3.36894, 3.90990, -0.81729], [-0.11295, 4.06526, 0.69851], [-1.15456, 4.56601, 1.30756], [-0.74296, 5.81563, 1.58031], [-2.20485, 4.03041, 1.50298], [-0.35531, 3.11233, 0.46771], [0.77643, 4.50935, 0.51991], [0.24688, 5.98841, 1.47787], [-1.32797, 6.38182, 2.17805], [3.83566, 1.92368, 2.92492], [2.59801, 1.47956, 3.10322], [2.01165, 1.86176, 4.20587], [2.09579, 0.68517, 2.34379], [4.25117, 1.74834, 2.02120], [4.27932, 2.56045, 3.57129], [2.43427, 2.62617, 4.71298], [1.06639, 1.62749, 4.47362], [-2.21936, 3.29068, 4.25521], [-1.34960, 2.35391, 4.55508], [-1.53560, 1.15769, 4.03471], [-0.43593, 2.56513, 5.28591], [-2.06070, 4.21831, 4.62189], [-2.86431, 3.13122, 3.49450], [-0.76583, 0.50404, 4.01712], [-2.29595, 0.96268, 3.39916]],
  "lowdin_charge": [-0.06, -0.45, -0.03, -0.16, -0.15, -0.13, -0.49, -0.01, -0.01, -0.13, 0.00, 0.09, 0.08, 0.08, 0.07, 0.06, 0.08, 0.11, 0.12, 0.09, 0.10, 0.11, 0.10, 0.08, 0.06, 0.06, 0.08, 0.09, 0.06, 0.11, -0.03, -0.51, -0.04, -0.13, -0.19, -0.15, -0.41, -0.02, -0.05, -0.08, -0.02, 0.08, 0.07, 0.07, 0.08, 0.06, 0.09, 0.12, 0.12, 0.09, 0.11, 0.12, 0.11, 0.07, 0.07, 0.05, 0.05, 0.08, 0.06, 0.04, 0.18, -0.71, 0.19, 0.01, 0.05, 0.09, 0.08, 0.10, 0.18, -0.83, 0.18, 0.06, 0.12, 0.13, 0.11, 0.14, 0.17, -0.79, 0.17, 0.02, 0.11, 0.05, 0.11, 0.12, 0.17, -0.75, 0.14, 0.05, 0.09, 0.11, 0.10, 0.11, 0.19, -0.73, 0.19, 0.00, 0.08, 0.11, 0.12, 0.06, 0.18, -0.78, 0.20, 0.03, 0.12, 0.09, 0.11, 0.05],
  "smiles": "CC1(C)CCCC(C)(C)N1O.CC1(C)CCCC(C)(C)N1O.NC(N)=O.NC(N)=O.NC(N)=O.NC(N)=O.NC(N)=O.NC(N)=O",
  "homo_energy_ev": -7.56,
  "orbital_gap_ev": 7.5
}

2.
{
  "formula": "C50H43Br2CsN5P2S2",
  "method": "ωB97M-V/def2-TZVPD",
  "elements": ["Cs", "C", "C", "S", "C", "C", "S", "H", "H", "H", "H", "H", "H", "Br", "C", "C", "C", "N", "C", "C", "C", "C", "C", "Br", "C", "C", "N", "H", "H", "H", "H", "H", "H", "C", "C", "C", "C", "C", "C", "N", "N", "C", "C", "C", "C", "C", "N", "H", "H", "H", "H", "H", "H", "H", "H", "H", "C", "P", "C", "C", "C", "C", "C", "C", "C", "C", "C", "C", "C", "C", "P", "C", "C", "C", "C", "C", "C", "C", "C", "C", "C", "C", "C", "H", "H", "H", "H", "H", "H", "H", "H", "H", "H", "H", "H", "H", "H", "H", "H", "H", "H", "H", "H", "H", "H"],
  "coordinates": [[-0.90648, 2.11527, -0.03572], [-3.94665, 2.11485, 4.82585], [-3.45349, 2.08704, 3.38776], [-1.78509, 1.95737, 3.16939], [-4.40991, 2.17410, 2.34847], [-5.88475, 2.23174, 2.70073], [-4.06022, 2.22170, 0.69875], [-3.09642, 2.11627, 5.49972], [-4.56335, 1.23832, 5.05681], [-4.55769, 3.00053, 5.03275], [-6.10491, 2.13162, 3.76614], [-6.41448, 1.44265, 2.16324], [-6.31024, 3.17470, 2.34912], [-0.71837, 9.84314, -0.72634], [-0.59037, 7.97174, -0.50948], [-1.31133, 7.13192, -1.33138], [-1.18082, 5.77058, -1.10957], [-0.40152, 5.25258, -0.16876], [0.29601, 6.06907, 0.60897], [0.22387, 7.45319, 0.48117], [1.16006, 5.41270, 1.64511], [2.13333, 6.13182, 2.32839], [2.88633, 5.46408, 3.27937], [4.21742, 6.40278, 4.23486], [2.66499, 4.12713, 3.52367], [1.67450, 3.50151, 2.78098], [0.94092, 4.11950, 1.86138], [-1.95653, 7.51341, -2.11155], [-1.73424, 5.05648, -1.71136], [0.76596, 8.12341, 1.13198], [2.32583, 7.17453, 2.12737], [3.23887, 3.57491, 4.25410], [1.46344, 2.44765, 2.93704], [3.98898, -0.75106, 2.42069], [2.68042, -0.29293, 2.32683], [2.21437, 0.36848, 1.19517], [3.06829, 0.60835, 0.09557], [4.40129, 0.14860, 0.22107], [4.84696, -0.51904, 1.34450], [2.75925, 1.26559, -1.07781], [1.45397, 1.36544, -1.31028], [1.19836, 2.11951, -2.43928], [2.14331, 3.00969, -3.00578], [1.78460, 3.75339, -4.10701], [0.50064, 3.62477, -4.64703], [-0.36063, 2.73378, -4.02388], [-0.04297, 1.99992, -2.96033], [4.33491, -1.26390, 3.31157], [1.99139, -0.43787, 3.15430], [1.18411, 0.69888, 1.23476], [5.07226, 0.33082, -0.61140], [5.87504, -0.86190, 1.38620], [3.12258, 3.08688, -2.55842], [2.49581, 4.44462, -4.54831], [0.17546, 4.18694, -5.51220], [-1.37131, 2.59064, -4.40728], [0.44109, -2.58832, 0.56527], [-0.73870, -1.32029, -0.08774], [-2.39946, -1.97908, 0.30455], [-3.00579, -3.08901, -0.29257], [-4.25957, -3.51199, 0.11735], [-4.92977, -2.82914, 1.12883], [-4.34523, -1.72264, 1.72079], [-3.08456, -1.29849, 1.31008], [-0.57027, -1.46093, -1.90670], [-1.66048, -1.46599, -2.77499], [-1.47212, -1.39993, -4.15299], [-0.19478, -1.31374, -4.68174], [0.89886, -1.28007, -3.82424], [0.71043, -1.34512, -2.45488], [0.02552, -4.37819, 0.70651], [1.69848, -5.08076, 1.05369], [1.96412, -6.40677, 0.69825], [3.17666, -7.00444, 1.00921], [4.15593, -6.28887, 1.68609], [3.90797, -4.97316, 2.04497], [2.69085, -4.37526, 1.73722], [-0.14209, -4.93746, -1.03481], [0.76027, -4.58880, -2.03811], [0.57834, -5.02899, -3.33949], [-0.50121, -5.84777, -3.65181], [-1.39438, -6.22358, -2.65942], [-1.21570, -5.76314, -1.35944], [0.64558, -2.24860, 1.58107], [1.38128, -2.41524, 0.03304], [-2.49980, -3.61104, -1.09533], [-4.71965, -4.37268, -0.35590], [-5.91173, -3.16138, 1.44625], [-4.86368, -1.16590, 2.49286], [-2.64297, -0.41943, 1.77103], [-2.66889, -1.50620, -2.38717], [-2.33627, -1.40476, -4.80897], [-0.04971, -1.25059, -5.75431], [1.90378, -1.17226, -4.21746], [1.57455, -1.26693, -1.80272], [1.21707, -6.97699, 0.15711], [3.35779, -8.03213, 0.71377], [5.10646, -6.75182, 1.92500], [4.66739, -4.39346, 2.55759], [2.54504, -3.33911, 2.01282], [1.61350, -3.96228, -1.80062], [1.27365, -4.72394, -4.11316], [-0.64633, -6.18571, -4.67147], [-2.23777, -6.86231, -2.89545], [-1.92542, -6.03318, -0.58240]],
  "lowdin_charge": [0.83, -0.17, -0.85, 0.48, -0.86, -0.16, 0.45, 0.04, 0.07, 0.07, 0.05, 0.06, 0.07, 0.75, -0.68, -0.10, -0.11, 0.07, -0.20, -0.06, -0.20, -0.06, -0.68, 0.74, -0.09, -0.11, 0.11, 0.10, 0.11, 0.10, 0.10, 0.11, 0.09, -0.13, -0.13, -0.09, -0.29, -0.05, -0.12, 0.00, -0.16, -0.44, -0.03, -0.10, -0.11, -0.18, 0.03, 0.09, 0.11, 0.02, 0.10, 0.09, 0.09, 0.09, 0.08, 0.10, -0.53, 0.99, -0.38, -0.12, -0.09, -0.09, -0.07, -0.10, -0.37, -0.09, -0.09, -0.10, -0.09, -0.14, 1.04, -0.37, -0.11, -0.10, -0.11, -0.09, -0.09, -0.41, -0.09, -0.08, -0.09, -0.09, -0.14, 0.02, 0.04, 0.08, 0.10, 0.10, 0.10, 0.05, 0.10, 0.10, 0.10, 0.11, 0.09, 0.10, 0.10, 0.09, 0.10, 0.08, 0.11, 0.10, 0.10, 0.10, 0.10],
  "total_charge": -1,
  "homo_energy_ev": [-3.21, -3.97],
  "orbital_gap_ev": [5.0, 5.8]
}

3.
{
  "formula": "C19H15ClN2O5",
  "method": "ωB97M-V/def2-TZVPD",
  "elements": ["C", "O", "C", "C", "C", "C", "O", "C", "C", "N", "C", "O", "C", "O", "N", "C", "C", "C", "C", "C", "C", "C", "Cl", "C", "C", "O", "C", "H", "H", "H", "H", "H", "H", "H", "H", "H", "H", "H", "H", "H", "H", "H"],
  "coordinates": [[-4.66500, -1.62655, 0.26905], [-4.03666, -2.92423, 0.17048], [-2.66428, -2.98854, 0.21216], [-2.11977, -4.18396, 0.59758], [-0.72793, -4.38024, 0.61808], [0.17219, -3.34415, 0.30461], [1.50460, -3.60731, 0.31184], [2.02344, -4.15505, 1.54316], [-0.37437, -2.09038, -0.05372], [0.45809, -1.00775, -0.35909], [1.59125, -1.05735, -1.20843], [2.09246, -2.16569, -1.79939], [2.06612, 0.20641, -1.39290], [3.03749, 0.84087, -2.09590], [2.73696, 2.19979, -1.78926], [1.67461, 2.35547, -0.88393], [1.14204, 3.63796, -0.36298], [-0.23406, 3.77321, -0.04998], [-0.74904, 4.99029, 0.38803], [0.08162, 6.12260, 0.45170], [1.43763, 5.97699, 0.15507], [1.98923, 4.75664, -0.21653], [3.70543, 4.71568, -0.64819], [1.26613, 1.07246, -0.66535], [0.24273, 0.33485, -0.01503], [-0.76308, 0.76229, 0.56212], [-1.79928, -1.92075, -0.08535], [-4.14643, -0.90855, 0.93312], [-4.79645, -1.17000, -0.72669], [-5.63975, -1.76566, 0.71776], [-2.78337, -5.01721, 0.85310], [-0.39872, -5.38040, 0.84753], [1.58040, -3.74726, 2.43843], [3.10308, -3.97720, 1.53560], [1.92123, -5.26064, 1.59315], [1.82126, -2.90882, -1.21883], [3.32577, 2.99401, -2.03789], [-0.87224, 2.90833, -0.17737], [-1.78287, 5.02500, 0.70443], [-0.31217, 7.04855, 0.76429], [2.08834, 6.82487, 0.17535], [-2.19664, -0.95857, -0.35983]],
  "nbo_charge": [-0.26, -0.50, 0.30, -0.25, -0.24, 0.21, -0.55, -0.25, 0.20, -0.45, 0.37, -0.67, 0.14, -0.27, -0.30, 0.26, -0.12, -0.16, -0.19, -0.18, -0.24, 0.01, 0.00, -0.27, 0.65, -0.65, -0.28, 0.19, 0.18, 0.20, 0.23, 0.22, 0.20, 0.20, 0.18, 0.50, 0.42, 0.26, 0.22, 0.22, 0.23, 0.25],
  "smiles": "COc1ccc(OC)c(-n2c(O)c3o[nH]c(-c4ccccc4Cl)c-3c2=O)c1",
  "homo_energy_ev": -6.28,
  "orbital_gap_ev": 6.1
}

4.
{
  "formula": "H10O5",
  "method": "ωB97M-V/def2-TZVPD",
  "elements": ["O", "H", "H", "O", "H", "H", "O", "H", "H", "O", "H", "H", "O", "H", "H"],
  "coordinates": [[-0.96341, -0.44334, 1.59991], [-0.21441, -0.71143, 1.06760], [-0.61918, 0.24488, 2.16920], [-3.16260, -1.06344, -0.19827], [-2.37264, -1.24403, -0.70777], [-3.86652, -1.04166, -0.84653], [1.35500, -1.11553, 0.59735], [2.10413, -0.68300, 1.00716], [1.73929, -1.82739, 0.08567], [-0.15075, 1.02013, -0.81974], [-0.74185, 0.83070, -0.09108], [0.15842, 0.16116, -1.10751], [2.57274, 1.93954, -1.13012], [2.48777, 2.13037, -0.19599], [1.67400, 1.80308, -1.42991]],
  "nbo_charge": [-0.96, 0.48, 0.46, -0.92, 0.46, 0.46, -0.95, 0.49, 0.49, -0.97, 0.50, 0.47, -0.95, 0.46, 0.49],
  "smiles": "O.O.O.O.O",
  "homo_energy_ev": -11.09,
  "orbital_gap_ev": 11.2
}

In Eh, the total energy values for the records above are, in order, -2320.18117, -8852.21848, -1678.78748, -382.17847.